#one
8
Properties=species:S:1:pos:R:3 method="wB97M-V/def2-TZVPD" homo_ha=-0.3448 lumo_ev=-1.241
C -2.04 -0.26 0.23
C 1.61 0.24 -0.30
S -2.18 -0.95 1.67
S 1.60 0.84 1.21
Br -2.32 -1.12 -1.46
Br -1.64 1.57 0.01
Br 1.59 1.49 -1.76
Br 1.54 -1.61 -0.72

=====

#two
8
Properties=species:S:1:pos:R:3 method="wB97M-V/def2-TZVPD" homo_ha="-0.3280 / -0.3280" lumo_ev="-1.679 / -1.678"
C 2.11 0.22 -0.29
C -2.12 -0.30 0.34
S 0.84 -0.56 -0.95
S -0.94 -1.32 0.85
Br 2.26 2.14 -0.08
Br 3.67 -0.72 0.38
Br -1.80 1.39 -0.25
Br -4.00 -0.84 0.00

=====

Most stable: #one